15
Properties=species:S:1:pos:R:3:lowdin_charge:R:1 method="wB97M-V/def2-TZVPD" total_energy_ha=-793.96706 homo_lumo_gap_ev=9.88 mol_weight_g_mol=361.5 charge=+3 lumo_ev=-14.7
O -1.74 -2.89 0.04 0.42
C -1.15 -1.91 0.03 -0.04
Tl -0.17 -0.27 0.01 0.72
O -1.92 0.75 -2.28 0.40
C -1.26 0.37 -1.42 -0.05
C 0.93 -0.91 1.44 -0.05
O 1.59 -1.30 2.30 0.40
C 1.05 -1.02 -1.26 -0.05
O 1.78 -1.47 -2.03 0.41
C -1.38 0.48 1.28 -0.05
O -2.11 0.93 2.04 0.40
N 0.95 1.57 -0.03 0.06
H 1.90 1.45 0.40 0.14
H 0.46 2.33 0.50 0.14
H 1.08 1.90 -1.01 0.14

10
Properties=species:S:1:pos:R:3:lowdin_charge:R:1 method="wB97M-V/def2-TZVPD" total_energy_ha=-645.11605 homo_lumo_gap_ev=5.90 mol_weight_g_mol=109.2 charge=0 e_above_lowest_kcal_mol=13.5 lumo_ev=-2.0
C 0.96 -0.44 0.05 -0.06
C -0.35 -0.90 0.12 -0.08
C 1.25 0.90 0.01 -0.14
C -1.53 -0.06 0.04 -0.79
C -0.97 1.20 0.08 0.09
N 0.19 1.65 0.06 0.12
S -3.04 -0.83 0.05 0.55
H 1.72 -1.11 -0.04 0.08
H -0.43 -1.90 -0.03 0.08
H 2.21 1.51 -0.34 0.16

11
Properties=species:S:1:pos:R:3:lowdin_charge:R:1 method="wB97M-V/def2-TZVPD" total_energy_ha=-417.97338 homo_lumo_gap_ev=5.83 mol_weight_g_mol=111.1 charge=-1 e_above_lowest_kcal_mol=79.4 lumo_ev=3.6
C 0.13 -0.36 0.29 -0.37
C 1.47 0.34 0.07 -0.16
C -1.08 0.16 0.01 -0.15
C -1.22 2.96 -1.41 -0.56
C 2.59 -0.16 -0.08 -0.30
O -1.25 3.33 -0.35 0.18
O 3.60 -0.77 0.01 0.08
O -1.16 2.76 -2.53 0.17
H 0.23 -1.31 0.79 0.04
H 1.46 1.49 0.10 0.13
H -1.99 -0.42 0.41 -0.05

9
Properties=species:S:1:pos:R:3:lowdin_charge:R:1 method="wB97M-V/def2-TZVPD" total_energy_ha=-192.54450 homo_lumo_gap_ev=7.42 mol_weight_g_mol=64.1 charge=0 e_above_lowest_kcal_mol=156.6 lumo_ev=-2.5
C -0.05 -0.21 2.16 -0.36
C 0.11 -0.01 3.41 0.20
C 0.48 -0.94 0.87 -0.22
C 1.31 -1.97 0.72 0.12
C -0.16 0.29 0.77 0.14
H 1.90 -2.26 -0.13 0.07
H 1.43 -2.70 1.45 0.06
H -0.49 2.33 -0.33 -0.03
H -0.49 2.67 -1.15 0.02

9
Properties=species:S:1:pos:R:3:lowdin_charge:R:1 method="wB97M-V/def2-TZVPD" total_energy_ha=-192.65290 homo_lumo_gap_ev=8.59 mol_weight_g_mol=64.1 charge=0 e_above_lowest_kcal_mol=88.6 lumo_ev=-0.1
C 0.00 -0.64 1.23 -0.05
C 0.43 0.01 -0.01 -0.17
C 1.05 0.16 -1.10 -0.04
C 0.24 0.49 -2.42 0.04
C -0.46 0.75 -1.30 -0.17
H -0.32 0.08 1.99 0.08
H 0.82 -1.23 1.63 0.09
H -0.84 -1.31 1.01 0.10
H -0.92 1.69 -1.02 0.11

9
Properties=species:S:1:pos:R:3:lowdin_charge:R:1 method="wB97M-V/def2-TZVPD" total_energy_ha=-192.71920 homo_lumo_gap_ev=9.63 mol_weight_g_mol=64.1 charge=0 e_above_lowest_kcal_mol=47.0 lumo_ev=0.5
C 1.54 0.00 -0.46 0.05
C -0.94 0.80 0.16 -0.13
C -0.94 -0.80 0.16 -0.13
C 0.28 -0.01 -0.10 -0.25
C -2.07 0.00 -0.33 0.12
H 2.08 0.92 -0.62 0.06
H 2.07 -0.92 -0.64 0.06
H -1.00 1.58 0.90 0.11
H -1.02 -1.57 0.92 0.11

62
Properties=species:S:1:pos:R:3:lowdin_charge:R:1 method="wB97M-V/def2-TZVPD" total_energy_ha=-1377.78497 homo_lumo_gap_ev=8.11 mol_weight_g_mol=353.4 charge=+1 e_above_lowest_kcal_mol=52.6 lumo_ev=-2.2
C -1.78 -0.37 -2.55 -0.17
C -2.20 -1.44 -1.56 -0.16
C -2.67 -1.01 -0.13 -0.18
N -0.73 -2.89 2.44 0.07
C -1.57 -2.43 1.45 -0.21
C -1.54 -1.22 0.88 -0.15
N -1.52 1.01 -2.00 0.14
H -2.37 -0.32 -3.47 0.12
H -0.79 -0.52 -3.06 0.13
H -3.08 -1.91 -2.02 0.12
H -1.44 -2.21 -1.44 0.09
H -3.47 -1.64 0.26 0.11
H -3.04 0.01 -0.21 0.08
H 0.13 -2.40 2.63 0.06
H -0.66 -3.86 2.71 0.09
H -2.24 -3.26 1.20 0.14
H -0.83 -0.45 1.15 0.08
H -2.29 1.22 -1.35 0.07
H -0.60 1.14 -1.54 0.11
H -1.69 1.73 -2.70 0.14
H 2.11 -0.84 2.34 0.03
H 1.61 0.05 1.18 0.05
O 1.79 0.07 2.13 -0.07
H 0.83 -4.40 -0.43 0.00
H -0.14 -5.44 -1.17 0.04
O 0.01 -4.53 -0.91 -0.05
H -2.38 1.91 2.80 0.03
H -3.17 0.83 2.32 0.05
O -3.20 1.80 2.30 -0.06
H 4.36 -0.86 -1.35 0.07
H 3.47 0.41 -1.22 0.01
O 3.59 -0.52 -0.88 -0.07
H -4.74 1.50 -3.21 0.06
H -4.63 1.95 -1.72 0.06
O -4.13 1.81 -2.54 -0.03
H 3.64 -2.48 2.86 0.08
H 2.91 -2.93 1.57 0.03
O 2.82 -2.38 2.37 -0.05
H 0.88 3.15 -0.99 0.03
H 1.08 3.31 -2.56 0.08
O 0.91 2.66 -1.87 -0.08
H 0.02 2.14 2.07 0.01
H 0.21 0.69 2.94 0.03
O -0.31 1.48 2.69 -0.07
H 2.60 1.51 1.80 0.03
H 3.80 2.56 2.02 0.10
O 3.16 2.20 1.39 -0.04
H -2.99 3.54 0.09 0.05
H -2.28 2.47 0.91 0.00
O -2.27 2.91 0.02 -0.07
H 3.09 -3.39 -0.92 0.08
H 2.82 -2.11 -0.31 0.01
O 2.52 -3.04 -0.22 -0.06
H 1.98 3.08 0.93 0.03
H 1.00 4.32 0.90 0.08
O 1.05 3.40 0.63 -0.08
H 2.54 2.14 -1.63 0.01
H 3.69 2.32 -0.54 0.02
O 3.51 2.10 -1.46 -0.06
H 0.43 -1.39 -0.61 0.04
H 1.58 -0.54 -1.24 0.02
O 0.62 -0.63 -1.18 -0.04

62
Properties=species:S:1:pos:R:3:lowdin_charge:R:1 method="wB97M-V/def2-TZVPD" total_energy_ha=-1357.35616 homo_lumo_gap_ev=9.64 mol_weight_g_mol=351.4 charge=0 e_above_lowest_kcal_mol=140.1 lumo_ev=0.3
C 2.04 1.86 -0.19 -0.20
N 0.86 1.39 -0.97 -0.06
C -0.25 0.92 0.03 -0.21
C -1.36 0.32 -0.79 -0.16
C -2.47 -0.17 0.23 -0.25
N -2.83 0.89 1.16 -0.01
C 3.09 0.71 0.02 -0.22
N 2.51 -0.13 1.11 0.00
H 2.39 2.74 -0.67 0.09
H 1.68 2.22 0.87 0.11
H 1.05 0.61 -1.59 0.09
H 0.10 0.36 0.94 0.09
H -0.61 1.94 0.33 0.08
H -1.75 1.06 -1.46 0.10
H -1.02 -0.56 -1.33 0.10
H -1.89 -0.91 0.92 0.12
H -3.21 -0.60 -0.38 0.08
H -2.87 1.84 0.70 0.06
H -3.77 0.66 1.55 0.10
H 3.24 0.15 -0.89 0.08
H 4.11 1.07 0.15 0.10
H 3.20 -0.23 1.80 0.05
H 1.70 0.46 1.59 0.06
H -1.75 4.26 1.07 -0.03
H -3.23 4.14 1.32 0.04
O -2.50 3.79 0.86 -0.01
H -0.63 -1.14 3.27 0.10
H -1.76 -0.01 2.90 -0.07
O -1.05 -0.19 3.36 -0.02
H 0.60 3.04 -3.81 -0.01
H 0.05 2.71 -2.39 0.13
O 0.03 2.45 -3.42 -0.08
H 2.05 -4.64 -1.74 0.04
H 2.77 -3.73 -2.74 0.07
O 2.71 -3.97 -1.80 -0.04
H 0.39 0.33 -5.17 -0.02
H 0.48 0.88 -3.94 -0.02
O 0.88 0.12 -4.43 -0.05
H -0.06 3.22 0.84 0.01
H 0.29 3.68 2.34 0.02
O 0.16 3.96 1.45 -0.06
H -2.14 -2.74 -2.65 -0.02
H -3.34 -2.13 -3.55 0.03
O -2.97 -2.84 -3.05 -0.02
H -1.50 2.05 3.95 0.08
H -1.66 2.88 2.69 -0.05
O -2.06 2.83 3.54 -0.09
H 1.41 1.38 3.32 0.09
H -0.01 0.86 3.07 -0.01
O 0.62 1.60 2.76 -0.14
H 2.03 -2.75 -0.80 0.04
H 1.35 -1.71 0.21 0.08
O 1.20 -2.57 -0.33 -0.13
H 0.18 -5.13 0.01 0.07
H 0.94 -3.90 0.44 -0.10
O 0.53 -4.64 0.79 -0.05
H 0.29 -3.30 2.84 0.06
H 0.10 -2.54 1.56 0.08
O 0.38 -2.39 2.54 -0.08
H 1.25 -2.32 -3.30 0.00
H 0.47 -2.68 -2.01 0.00
O 0.70 -2.95 -2.91 -0.04

15
Properties=species:S:1:pos:R:3:lowdin_charge:R:1 method="wB97M-V/def2-TZVPD" total_energy_ha=-5600.74779 homo_lumo_gap_ev=8.41 mol_weight_g_mol=283.9 charge=0 e_above_lowest_kcal_mol=81.3 lumo_ev=-1.0
C -0.39 -0.21 0.64 -0.08
C -0.30 0.16 -0.77 -0.07
C 0.60 -0.08 1.58 -0.12
C 0.45 1.16 -1.24 -0.08
C 2.69 -0.17 0.50 -1.21
N 1.86 0.34 1.26 0.00
N 1.01 2.17 -0.45 -0.41
O 2.03 2.76 -0.87 0.03
O 0.31 2.61 0.47 0.08
Br 2.60 -1.85 -0.47 0.63
Br 4.38 0.51 0.15 0.73
H -1.35 -0.30 0.89 0.06
H -0.89 -0.62 -1.51 0.18
H 0.32 -0.15 2.55 0.09
H 0.64 1.36 -2.36 0.17

13
Properties=species:S:1:pos:R:3:lowdin_charge:R:1 method="wB97M-V/def2-TZVPD" total_energy_ha=-5814.18962 homo_lumo_gap_ev="5.15 / 5.08" mol_weight_g_mol=272.0 charge=0 s_squared=2.0080 lumo_ev="0.4 / -3.1" multiplicity=3
C 0.63 1.50 0.69 -0.39
C 1.53 2.18 1.77 -0.75
C 0.72 0.15 0.78 -0.51
C 2.27 1.32 2.51 -1.16
C 0.04 -0.96 0.02 -0.13
O -0.12 2.26 -0.08 0.06
S 1.87 -0.31 2.06 1.05
Br 1.33 4.05 1.95 0.79
Br 3.47 1.55 3.93 0.67
H 0.24 -1.90 0.54 0.05
H -1.10 -0.73 -0.24 0.12
H 0.38 -1.21 -1.00 0.07
H 0.26 3.22 -0.13 0.11

13
Properties=species:S:1:pos:R:3:lowdin_charge:R:1 method="wB97M-V/def2-TZVPD" total_energy_ha=-3741.98152 homo_lumo_gap_ev=9.30 mol_weight_g_mol=228.9 charge=0 e_above_lowest_kcal_mol=22.1 lumo_ev=0.4
C -0.78 -0.34 -0.66 -0.31
C 0.26 -0.28 2.73 -0.11
C 0.43 0.25 -1.26 -0.76
C -1.88 0.34 -0.49 -0.02
C 1.70 -0.05 -0.96 -1.29
N -0.55 -0.88 2.19 0.06
Cl 0.07 1.62 -2.31 0.67
Cl 3.06 0.56 -1.64 0.70
Br 1.93 -1.50 0.18 0.78
H -0.74 -1.47 -0.62 0.10
H 0.84 0.42 3.34 0.08
H -2.62 -0.09 0.12 0.05
H -1.73 1.41 -0.62 0.04

15
Properties=species:S:1:pos:R:3:lowdin_charge:R:1 method="wB97M-V/def2-TZVPD" total_energy_ha=-3486.73786 homo_lumo_gap_ev="7.50 / 8.27" mol_weight_g_mol=239.5 charge=0 s_squared=2.0467 lumo_ev="-0.9 / -1.8" multiplicity=3
C 0.65 -1.60 1.10 -0.24
C 1.43 -0.86 0.23 -0.11
C -0.71 -2.02 1.00 -0.50
C -1.14 0.91 -0.33 -0.06
C 0.88 -0.18 -0.98 -0.27
N 0.07 0.94 -0.51 -0.33
N -1.93 1.87 0.14 -0.47
O -1.91 1.93 1.36 0.10
O -2.56 2.51 -0.65 0.12
Cl 1.14 2.44 -0.38 0.60
Br -1.41 -2.90 -0.40 0.77
H 1.13 -1.71 2.05 0.08
H 2.37 -0.28 0.45 0.12
H 1.71 -0.06 -1.72 0.14
H 0.28 -0.99 -1.34 0.06